1.
Here is 2 unconnected molecules or ions with the total composition C3H13N2O at a distorted geometry from the Open Molecules 2025 dataset. Energies are from wB97M-V/def2-TZVPD.

Positions of all 19 atoms, in Å:
N -1.91 -0.47 -0.18
C -0.60 -1.32 -0.14
C 0.45 -0.67 -1.04
N 1.17 0.43 -0.44
C 2.04 -0.02 0.68
H -1.62 0.48 0.18
H -2.35 -0.39 -1.10
H -2.57 -1.01 0.38
H -0.31 -1.21 0.87
H -0.92 -2.27 -0.54
H 1.09 -1.48 -1.40
H -0.08 -0.32 -1.93
H 1.76 0.81 -1.14
H 1.43 -0.48 1.45
H 2.51 0.82 1.16
H 2.84 -0.63 0.27
H -1.12 2.59 0.61
H -0.01 1.55 0.43
O -0.86 1.70 0.90

Its total charge is +1. The calculation puts the energy above the lowest of the compared OMol25 structures with the same formula, charge and spin at 0.820 eV. The orbital gap comes out at 0.3954 Ha.

Atom charges from the Löwdin analysis, given in e for atoms 1 to 6:
1. N 0.1681
2. C -0.0770
3. C -0.2246
4. N -0.1390
5. C -0.0614
6. H 0.0778

2.
Here is 2 unconnected molecules or ions with the total composition C3H13N2OS at a distorted geometry from the Open Molecules 2025 dataset. Energies are from wB97M-V/def2-TZVPD.

Positions of all 20 atoms, in Å:
N 0.82 -1.20 0.64
C 0.30 0.39 0.38
C -1.20 0.38 0.44
S -2.03 0.28 -1.21
C 0.91 1.20 1.47
N 2.29 0.85 1.77
H 0.71 -1.90 -0.11
H 1.81 -0.94 0.71
H 0.48 -1.60 1.54
H 0.67 0.34 -0.64
H -1.62 -0.38 1.09
H -1.57 1.33 0.87
H -3.16 0.95 -0.94
H 0.25 1.34 2.32
H 0.88 2.26 1.10
H 2.35 0.60 2.75
H 3.04 1.53 1.68
H 0.35 -2.55 -2.30
H 0.58 -1.14 -2.79
O 0.83 -1.73 -2.08

The spin multiplicity is 2. Its total charge is 0. The calculation puts the energy above the lowest of the compared OMol25 structures with the same formula, charge and spin at 0.064 eV. The orbital gap (spin up / spin down) comes out at 0.1257 / 0.3648 Ha.

Atom charges from the Löwdin analysis, given in e for atoms 1 to 6:
1. N 0.1000
2. C -0.3455
3. C -0.5532
4. S 0.6437
5. C -0.3261
6. N -0.0233

3.
Here is 2 unconnected molecules or ions with the total composition C3H13N2OS2 at a distorted geometry from the Open Molecules 2025 dataset. Energies are from wB97M-V/def2-TZVPD.

Positions of all 21 atoms, in Å:
S 3.06 3.31 1.30
S 2.18 1.50 0.78
C 0.60 1.51 -0.18
C 0.34 0.04 -0.48
C -0.58 -0.25 -1.68
N -0.25 -1.59 -2.09
N -0.27 -0.48 0.83
H 3.54 3.65 0.13
H 0.71 2.15 -1.04
H -0.13 2.09 0.44
H 1.31 -0.47 -0.51
H -0.60 0.60 -2.38
H -1.61 -0.06 -1.31
H 0.14 -1.78 -3.00
H -0.95 -2.32 -1.97
H -0.97 0.16 1.21
H 0.38 -0.58 1.61
H -0.78 -1.34 0.62
H -1.52 -2.65 2.80
H -2.74 -1.60 2.64
O -1.87 -1.90 2.30

Its total charge is +1. The calculation puts the energy above the lowest of the compared OMol25 structures with the same formula, charge and spin at 1.413 eV. The orbital gap comes out at 0.3385 Ha.

Atom charges from the Löwdin analysis, given in e for atoms 1 to 6:
1. S 0.3763
2. S 0.4277
3. C -0.4802
4. C -0.3656
5. C -0.2144
6. N 0.0199

4.
Here is 2 unconnected molecules or ions with the total composition C3H13N3 at a distorted geometry from the Open Molecules 2025 dataset. Energies are from wB97M-V/def2-TZVPD.

Positions of all 19 atoms, in Å:
C 0.28 -2.74 -1.81
C -0.72 -1.95 -2.64
N -0.72 -0.53 -2.29
H 0.32 -2.61 -0.73
H 0.19 -3.82 -1.97
H 1.28 -2.54 -2.23
H -0.40 -2.14 -3.67
H -1.75 -2.36 -2.67
H -1.29 -0.02 -2.95
H -0.98 -0.42 -1.33
N 0.09 1.35 3.50
C 0.26 1.85 2.14
N 0.32 3.31 2.20
H 0.15 0.34 3.53
H 0.87 1.70 4.05
H 1.16 1.46 1.64
H -0.53 1.57 1.44
H 0.19 3.93 1.40
H 1.28 3.62 2.36

Its SMILES is CCN.NCN. Its total charge is 0. The calculation puts the energy above the lowest of the compared OMol25 structures with the same formula, charge and spin at 0.858 eV. The orbital gap comes out at 0.3669 Ha.

Atom charges from the Löwdin analysis, given in e for atoms 1 to 6:
1. C -0.1223
2. C -0.3629
3. N -0.0199
4. H 0.0587
5. H 0.0658
6. H 0.0732